Below is a 2-piece molecular cluster, C11H15N overall in a non-equilibrium geometry, with properties calculated with ωB97M-V/def2-TZVPD.

Element x y z (Å)
N: -0.75167 1.50422 1.71515
C: -0.66498 -0.11893 -1.48941
C: 3.60713 -2.28708 -0.53735
C: -0.44551 2.51573 -0.51845
C: -0.67851 1.43775 0.29553
C: -1.46604 -2.00419 1.36071
C: -0.09597 2.21648 -1.84598
C: -0.85023 0.08895 -0.09090
C: 2.12798 -2.12310 -0.12430
C: -0.98448 -0.64216 1.06915
C: -0.95341 0.25663 2.16169
C: -0.32253 0.91184 -2.32087
H: -0.87987 -1.04717 -2.00389
H: 0.42770 3.00669 -2.36669
H: 1.90252 -1.12044 0.26485
H: -1.49707 -2.75961 0.57547
H: -0.82980 -2.48947 2.11381
H: 1.37195 -2.30704 -0.88590
H: 4.04772 -1.30668 -0.67033
H: 4.15254 -2.67981 0.31435
H: -1.06041 0.16160 3.22997
H: -0.60141 2.27424 2.34117
H: 3.65563 -2.75660 -1.51102
H: -2.45927 -2.10474 1.80872
H: -0.20914 0.75747 -3.38548
H: 1.94613 -2.71553 0.77695
H: -0.45165 3.52213 -0.12630

The total charge is +1. The multiplicity is 2. For the lowest unoccupied orbital energy (spin up / spin down), the calculation gives -3.82 / -6.86 eV. Its HOMO energy (spin up / spin down) is -12.8960 / -13.5568 eV. The value obtained for the energy above the lowest of the compared OMol25 structures with the same formula, charge and spin is 19.9 kcal per mole. As for the expectation value of S²: 0.778.